Here is a molecular structure, C31H33FeN2O3 at a distorted geometry from the OMol25 dataset. Energies are from ωB97M-V/def2-TZVPD.

Geometry as XYZ:
```
70
Properties=species:S:1:pos:R:3:mulliken_spin:R:1
O 3.3356 -0.7880 0.8719 -0.048
C 2.4701 -0.0793 1.1636 -0.093
Fe 1.1620 1.1345 1.6142 1.662
C 2.4534 2.2891 2.1560 0.053
O 3.3374 2.9631 2.4872 -0.062
C 0.9954 0.5127 3.2750 -0.098
O 1.0803 0.0186 4.3263 -0.034
C -0.2656 -0.0787 0.9522 -0.039
C -1.5367 0.2512 1.6739 0.054
C -1.7001 1.7755 1.8121 0.024
C -0.3361 2.3883 1.9695 -0.039
C 0.3325 2.8172 0.7801 0.069
C 0.3506 1.9759 -0.3458 0.131
C 0.1691 0.6013 -0.2227 0.320
H 0.0237 -1.1339 1.0349 -0.028
H -2.4174 -0.1981 1.1832 -0.019
H -1.4806 -0.1979 2.6783 0.013
H -2.2261 2.1694 0.9268 0.001
H -2.3357 2.0299 2.6691 -0.006
H -0.1619 2.9570 2.8953 0.030
H 0.7775 3.8149 0.7186 0.088
H 0.7344 2.3763 -1.2895 0.012
H 0.5073 -0.0181 -1.0619 0.004
C -7.1953 -2.6984 -4.8651 0.624
C -6.2209 -3.2851 -3.8909 -6.169
C -4.9873 -2.6640 -3.6827 2.731
C -4.0650 -3.1717 -2.7601 -0.838
C -2.7612 -2.4742 -2.6145 -0.073
C -4.3922 -4.3492 -2.0632 2.023
N -3.4595 -4.8797 -1.1423 0.069
C -2.8317 -4.1270 -0.1815 -0.298
N -2.0619 -5.0348 0.5003 -0.887
C -1.2211 -4.6834 1.5807 3.862
C -1.7603 -3.9132 2.6235 -1.217
C -3.1966 -3.5224 2.6150 -0.102
C -0.9298 -3.5631 3.6924 0.917
C 0.4128 -3.9497 3.7156 -1.678
C 1.2825 -3.5552 4.8665 -0.189
C 0.9314 -4.6994 2.6597 2.095
C 0.1263 -5.0821 1.5835 -4.072
C 0.7340 -5.8300 0.4454 0.391
C -2.1958 -6.3225 -0.0537 1.163
C -3.0674 -6.2314 -1.0541 -0.176
C -5.6270 -4.9936 -2.2650 -2.480
C -6.0355 -6.1966 -1.4840 0.018
C -6.5286 -4.4463 -3.1831 4.011
H -8.1116 -3.2971 -4.8926 -0.491
H -7.4532 -1.6687 -4.5791 -0.009
H -6.7630 -2.6653 -5.8754 -0.109
H -4.7304 -1.7678 -4.2571 0.759
H -2.1117 -2.9570 -1.8820 0.056
H -2.2484 -2.4284 -3.5843 -0.035
H -2.9156 -1.4379 -2.2962 0.040
H -3.4201 -2.9178 3.5001 0.042
H -3.4387 -2.9477 1.7135 0.015
H -3.8610 -4.3947 2.6540 -0.025
H -1.3453 -2.9852 4.5255 0.363
H 2.2997 -3.9324 4.7145 -0.021
H 1.3198 -2.4605 4.9640 0.020
H 0.8872 -3.9645 5.8078 -0.026
H 1.9800 -4.9908 2.6690 1.047
H 1.8130 -5.9125 0.6137 -0.652
H 0.3481 -6.8527 0.3575 0.221
H 0.5982 -5.3150 -0.5142 0.204
H -1.6815 -7.1762 0.3388 -0.087
H -3.4337 -6.9851 -1.7205 -0.303
H -7.0804 -6.4259 -1.7198 -0.157
H -5.4521 -7.0876 -1.7448 -0.042
H -5.9792 -6.0378 -0.3994 0.074
H -7.4888 -4.9338 -3.3365 1.398
```

As for the spin multiplicity: 5. The calculation puts the gap between HOMO and LUMO (spin up / spin down) at 1.8 / 6.7 eV. For the total energy, the calculation gives -76182.4450 eV. Its total charge is -3. Its highest occupied orbital energy (spin up / spin down) is 0.1533 / -0.0326 hartree.